[1]
# C28H32N2O7P3S

2 unconnected molecules or ions with the total composition C28H32N2O7P3S (ωB97M-V/def2-TZVPD, the Open Molecules 2025 dataset).

Its charge is +1. For the orbital gap, the calculation gives 6.0689 eV. As for the strongest force on any atom: 0.86 eV Å⁻¹. As for the HOMO energy: -0.4081 Ha. The LUMO energy comes out at -5.037 eV. For the total energy, the calculation gives -3144.3156 hartree.

Positions of all 73 atoms, in Å:
C: 4.09518 -3.64755 0.99295
C: 3.60022 -3.30893 2.38626
O: 2.17725 -3.56473 2.59299
N: 1.35722 -2.90972 1.73863
N: 1.77014 -1.73393 1.36046
C: 0.96779 -1.05833 0.56349
P: 1.61715 0.59624 0.08335
S: 0.74443 2.04457 0.99976
C: -0.28226 -1.54418 0.13773
P: -1.30665 -0.54186 -1.02167
O: -0.75215 -0.66179 -2.38728
C: -0.65739 -2.80283 0.55547
C: -1.96225 -3.42124 0.13126
C: -3.12053 -2.75904 0.83608
O: -3.03664 -2.33273 1.95202
O: -4.23401 -2.69949 0.08950
C: -5.49994 -2.86313 0.75458
C: -5.56894 -4.05759 1.65793
O: -6.35909 -2.09351 0.50718
C: 0.20807 -3.51714 1.41931
P: -0.25396 -5.17758 2.13992
C: -0.03834 -4.93709 3.94313
C: -0.47249 -3.53272 4.39324
C: 1.06567 -6.31300 1.55444
C: 0.60572 -7.19203 0.38175
H: 4.00482 -2.80701 0.30623
H: 5.15962 -3.87553 1.06673
H: 3.58498 -4.51862 0.58326
H: 3.84078 -2.28858 2.67994
H: 4.04688 -3.96731 3.13030
H: 1.44326 0.55167 -1.30871
H: 2.99261 0.43359 0.28911
H: -2.60183 -1.03157 -0.83986
H: -1.30530 0.72995 -0.43876
H: -2.06870 -3.40799 -0.95449
H: -1.99471 -4.46685 0.44954
H: -6.57818 -4.45791 1.60604
H: -5.35413 -3.74448 2.68032
H: -4.85483 -4.82704 1.36734
H: -0.68690 -5.67897 4.41054
H: 0.99230 -5.11958 4.25144
H: 0.31751 -2.80273 4.21234
H: -0.67706 -3.52329 5.46293
H: -1.36835 -3.18948 3.86794
H: 1.27172 -6.94142 2.42714
H: 1.99827 -5.79762 1.32756
H: -0.48263 -7.28135 0.37024
H: 0.90332 -6.77907 -0.58189
H: 1.00347 -8.20201 0.47154
C: 2.44199 9.87275 -3.52960
C: 1.23174 10.43239 -3.13528
C: 0.19572 9.62008 -2.70675
C: 0.36301 8.24142 -2.67872
C: 1.57372 7.67796 -3.09027
C: 2.61357 8.49920 -3.50792
C: 1.77067 6.20235 -3.10486
O: 2.82084 5.70386 -3.44876
C: 0.62255 5.34558 -2.68128
C: 0.76197 3.96455 -2.73254
C: -0.28138 3.15139 -2.33012
C: -1.46906 3.71145 -1.87136
C: -1.61624 5.08619 -1.82495
C: -0.57238 5.90763 -2.23485
C: -0.76099 7.38953 -2.19810
O: -1.79469 7.87286 -1.79250
H: 3.25138 10.51110 -3.85772
H: 1.09814 11.50555 -3.16188
H: -0.74866 10.04213 -2.39243
H: 3.54768 8.05047 -3.81586
H: 1.69237 3.54551 -3.09137
H: -0.17216 2.07334 -2.38456
H: -2.28681 3.07693 -1.55194
H: -2.53414 5.53827 -1.47556

Cartesian forces (eV/Å) of the 6 atoms listed first:
C 0.07 0.22 0.10
C 0.51 0.01 0.12
O -0.02 -0.08 -0.07
N -0.05 0.11 -0.09
N -0.08 -0.12 -0.11
C 0.06 0.05 -0.29



[2]
# C28H32N3O4W

A molecular structure, C28H32N3O4W in a non-equilibrium geometry (ωB97M-V/def2-TZVPD, the Open Molecules 2025 dataset).

Its charge is +1. For the orbital gap (alpha / beta), the calculation gives 6.6738 / 7.3725 eV. As for the strongest force on any atom: 1.84 eV Å⁻¹. Its spin multiplicity is 3. As for the HOMO energy (alpha / beta): -0.3879 / -0.3980 Ha. The LUMO energy (alpha / beta) comes out at -3.881 / -3.459 eV. For the total energy, the calculation gives -1618.1476 hartree.

Positions of all 68 atoms, in Å:
W: -1.94828 0.57502 0.10004
C: 3.93694 -3.95227 2.49302
O: 3.24089 -2.93496 1.80411
C: 3.95716 -1.87231 1.33219
C: 5.33609 -1.73271 1.39426
C: 5.93981 -0.57527 0.92987
C: 5.17906 0.45495 0.41443
C: 3.80164 0.32897 0.34261
C: 3.18640 -0.83010 0.78469
N: 1.79063 -1.00014 0.84004
C: 0.83066 -0.14203 0.40529
N: 1.00490 0.36714 -0.83275
C: 0.42922 1.49806 -1.43297
C: -0.87929 1.90592 -1.13809
C: -1.31698 3.09635 -1.74010
C: -0.51986 3.78595 -2.63227
C: 0.74798 3.32449 -2.96659
C: 1.23874 2.17411 -2.37093
O: 2.46613 1.62215 -2.59638
C: 3.32087 2.21456 -3.55391
N: -0.24843 0.13765 1.13133
C: -0.28776 -0.20910 2.49502
C: 0.82243 -0.15803 3.33992
C: 0.72870 -0.57332 4.65359
C: -0.47317 -1.03909 5.15287
C: -1.60587 -1.03923 4.35323
C: -1.52729 -0.60861 3.03648
O: -2.59927 -0.53780 2.17057
C: -3.88698 -0.82263 2.69517
H: 4.61695 -4.48661 1.82738
H: 3.17360 -4.63581 2.85419
H: 4.49013 -3.54405 3.34131
H: 5.95205 -2.51158 1.81243
H: 7.01150 -0.47866 0.98337
H: 5.63913 1.37030 0.08473
H: 3.21408 1.15541 -0.01866
H: 1.51266 -1.68460 1.53562
H: 1.83796 0.05003 -1.31936
H: -2.30452 3.47800 -1.50793
H: -0.89192 4.68727 -3.09278
H: 1.35389 3.87840 -3.66458
H: 2.85108 2.26960 -4.53759
H: 4.18762 1.56035 -3.60513
H: 3.63496 3.21117 -3.24166
H: 1.75682 0.23941 2.97252
H: 1.60332 -0.53159 5.28079
H: -0.53400 -1.39254 6.16870
H: -2.53847 -1.38284 4.76754
H: -4.61105 -0.56740 1.92264
H: -4.09863 -0.22013 3.58007
H: -3.97629 -1.88462 2.94343
O: -4.71835 2.05636 0.02035
C: -3.87083 1.26228 -0.18804
C: -4.10617 1.05511 -3.09926
C: -3.80821 -0.26324 -2.38247
C: -4.92401 -1.26693 -2.68512
C: -2.46874 -0.81482 -2.89727
C: -3.69794 -0.05689 -0.86380
H: -4.14463 0.88082 -4.17127
H: -3.32480 1.78434 -2.89071
H: -5.06465 1.46103 -2.78632
H: -4.99982 -1.41857 -3.75784
H: -5.88286 -0.89965 -2.32634
H: -4.71785 -2.22963 -2.22315
H: -2.56878 -1.12396 -3.93491
H: -2.15857 -1.68494 -2.31388
H: -1.69179 -0.04871 -2.84663
H: -4.39795 -0.72988 -0.34511

Cartesian forces (eV/Å) of the 6 atoms listed first:
W -1.33 0.17 -0.79
C 0.10 -0.24 0.17
O -0.09 0.53 -0.31
C -0.06 0.09 -0.04
C -0.20 -0.20 0.07
C 0.01 0.16 -0.10



[3]
# C28H32N4O3

C28H32N4O3 in the gas phase (ωB97M-V/def2-TZVPD, the Open Molecules 2025 dataset).

Its charge is 0. For the orbital gap, the calculation gives 8.4440 eV. As for the strongest force on any atom: 0.82 eV Å⁻¹. As for the HOMO energy: -0.2936 Ha. The LUMO energy comes out at 0.456 eV. For the total energy, the calculation gives -1530.9629 hartree. As for the SMILES: O=C(C(=O)N1CCN(c2ccccc2)CC1)c1cn(CC(=O)N2CCCCCC2)c2ccccc12.

Positions of all 67 atoms, in Å:
O: -3.37421 0.43838 2.05594
C: -2.54567 0.43483 1.15913
C: -1.18766 -0.02095 1.29437
C: -0.21902 -0.05333 0.30643
N: 0.95086 -0.49881 0.80473
C: 0.78651 -0.79348 2.14185
C: 1.69442 -1.28746 3.06863
C: 1.23522 -1.49009 4.35427
C: -0.08514 -1.20906 4.71089
C: -0.98935 -0.71750 3.79337
C: -0.55118 -0.50760 2.49006
H: -2.00964 -0.49608 4.06235
H: -0.39972 -1.38213 5.72947
H: 1.91250 -1.87392 5.10248
H: 2.71715 -1.49803 2.79908
C: 2.18345 -0.60939 0.07593
H: 2.00895 -0.30233 -0.95706
H: 2.52096 -1.65216 0.08105
C: 3.32995 0.20801 0.70244
O: 4.28805 -0.37033 1.18145
N: 3.21957 1.54786 0.70824
C: 2.20023 2.32941 0.04248
H: 2.05894 3.24491 0.62456
C: 2.58260 2.70540 -1.39161
H: 1.79780 3.35540 -1.78259
C: 3.93536 3.41080 -1.49414
H: 4.04166 3.77939 -2.51675
H: 3.95579 4.27816 -0.83215
C: 5.11368 2.48256 -1.18115
H: 4.86812 1.47413 -1.52200
H: 5.98890 2.80641 -1.74803
C: 5.51620 2.42837 0.29490
H: 6.07088 3.33004 0.56022
H: 6.17996 1.57393 0.43054
C: 4.33123 2.29819 1.26337
H: 4.66506 1.78294 2.16751
H: 3.95662 3.28372 1.54353
H: 2.60799 1.80667 -2.01276
H: 1.24715 1.80342 0.04159
H: -0.31386 0.21315 -0.72944
C: -2.87029 0.95671 -0.24078
O: -2.16352 1.79669 -0.77640
N: -3.97686 0.45235 -0.83056
C: -4.68501 -0.71346 -0.35642
H: -5.71923 -0.63241 -0.70207
C: -3.99964 -1.97173 -0.94180
N: -3.36491 -1.64327 -2.20484
C: -1.98812 -1.70642 -2.33915
C: -1.27046 -2.73427 -1.71353
C: 0.09246 -2.86025 -1.88575
C: 0.78788 -1.97924 -2.69757
C: 0.09194 -0.96143 -3.32607
C: -1.27148 -0.81918 -3.14950
H: -1.76613 -0.00004 -3.64520
H: 0.61451 -0.25947 -3.96095
H: 1.85102 -2.09400 -2.84758
H: 0.61414 -3.66749 -1.39231
H: -1.78640 -3.46360 -1.10831
C: -4.14595 -0.69130 -2.95972
H: -3.75052 -0.60187 -3.97089
C: -4.18353 0.68112 -2.24729
H: -5.14530 1.17807 -2.40848
H: -3.38239 1.34219 -2.58377
H: -5.15872 -1.10090 -3.03544
H: -3.24604 -2.32358 -0.23769
H: -4.74047 -2.76733 -1.09070
H: -4.69064 -0.74271 0.73091

Cartesian forces (eV/Å) of the 6 atoms listed first:
O 0.17 0.05 -0.19
C 0.16 0.05 0.09
C 0.37 -0.09 0.03
C -0.48 0.03 0.08
N -0.22 0.05 -0.18
C -0.44 -0.06 0.69



[4]
# C28H32N6O3RuS2

A molecular structure, C28H32N6O3RuS2 in a non-equilibrium geometry (ωB97M-V/def2-TZVPD, the Open Molecules 2025 dataset).

Its charge is +1. For the orbital gap (alpha / beta), the calculation gives 5.9349 / 6.0788 eV. As for the strongest force on any atom: 2.98 eV Å⁻¹. Its spin multiplicity is 2. As for the HOMO energy (alpha / beta): -0.3738 / -0.3738 Ha. The LUMO energy (alpha / beta) comes out at -4.236 / -4.093 eV. For the total energy, the calculation gives -2531.4343 hartree.

Positions of all 72 atoms, in Å:
Ru: -0.50833 0.24483 -0.13001
N: 4.86471 6.13176 -1.75834
C: 4.33292 4.88770 -1.83718
C: 2.96161 4.71541 -2.09427
C: 2.42222 3.45067 -2.13442
C: 3.23839 2.35083 -1.93017
C: 4.58697 2.49096 -1.65403
C: 5.13603 3.75352 -1.62390
S: 2.44726 0.77280 -1.89469
O: 1.46323 0.68565 -2.94989
O: 3.37556 -0.30950 -1.77932
N: 1.53169 0.91777 -0.52443
C: 2.10244 0.92050 0.67227
N: 3.40683 1.12550 0.84017
C: 3.87687 1.08716 2.06831
C: 3.06941 0.84302 3.17400
C: 1.71389 0.69278 2.91621
N: 1.22341 0.74819 1.69443
H: 4.31173 6.93253 -2.01188
H: 5.85981 6.25135 -1.68459
H: 2.34256 5.58506 -2.25937
H: 1.37525 3.28180 -2.33553
H: 5.17380 1.60558 -1.47450
H: 6.18955 3.88715 -1.43485
H: 4.93634 1.28195 2.16325
H: 3.46553 0.79759 4.17252
H: 0.99709 0.53600 3.71133
C: -4.39798 -0.68610 2.17164
C: -4.10324 -1.97395 2.60556
C: -2.79992 -2.42436 2.49549
C: -1.83991 -1.61320 1.89919
N: -2.13548 -0.36410 1.46961
C: -3.38499 0.08339 1.63941
C: -0.47752 -2.07199 1.60225
C: 0.33330 -2.72966 2.52748
C: 1.62757 -3.07862 2.18488
C: 2.11900 -2.81882 0.91093
C: 1.31263 -2.19630 -0.03320
C: 0.03656 -1.79247 0.32534
H: -5.39350 -0.28200 2.25312
H: -4.87380 -2.60452 3.02033
H: -2.52725 -3.41126 2.83176
H: -3.57748 1.11122 1.35378
H: -0.05008 -2.93915 3.51694
H: 2.26012 -3.56200 2.91690
H: 3.12443 -3.10693 0.64199
H: 1.69683 -2.02426 -1.03337
C: -3.72125 1.94505 -4.26129
C: -4.31953 1.92379 -2.86107
C: -3.45753 1.16314 -1.86446
S: -1.86178 2.01140 -1.52864
O: -0.86995 -0.82133 -2.37653
C: -2.39144 3.32380 -0.34459
C: -1.22887 4.25935 -0.05237
C: -0.25997 3.60736 0.92431
H: -4.35128 2.53263 -4.92476
H: -3.63766 0.94124 -4.67148
H: -2.73019 2.39127 -4.23950
H: -5.29814 1.44194 -2.88834
H: -4.46038 2.94979 -2.51557
H: -3.17093 0.18831 -2.26198
H: -3.97145 1.03236 -0.91312
H: -2.72075 2.84913 0.57904
H: -3.22524 3.84714 -0.80859
H: -1.61668 5.18599 0.37452
H: -0.72559 4.51469 -0.98628
H: -0.71496 3.51564 1.90910
H: 0.66153 4.17511 1.01813
H: 0.00180 2.60157 0.56852
N: -0.38266 -0.59299 -4.64217
C: -0.47452 -0.64559 -3.46009
H: 0.32952 -0.26608 -5.25677

Cartesian forces (eV/Å) of the 6 atoms listed first:
Ru 2.29 -1.40 1.29
N 0.16 0.47 0.03
C -0.16 -0.50 0.04
C 0.12 0.01 0.06
C 0.08 0.04 -0.11
C -0.23 -0.71 -0.15



Short version: ΔE to the lowest compared entry with this formula, charge and spin = 0.000 0.000 0.000 1.372 eV, in the order given.